#A
Below is 4 unconnected molecules or ions with the total composition C2H14N2O3, with properties calculated with ωB97M-V with the def2-TZVPD basis set.

```
21
Properties=species:S:1:pos:R:3
C 2.16 -1.28 1.20
N 0.78 -1.38 0.76
C 0.57 -0.84 -0.57
N -0.80 -1.01 -0.97
H 2.51 -0.28 0.94
H 2.25 -1.38 2.27
H 2.83 -1.98 0.69
H 0.40 -2.31 0.81
H 1.25 -1.29 -1.31
H 0.82 0.22 -0.53
H -0.95 -1.65 -1.73
H -1.24 -0.14 -1.26
O -1.80 0.19 1.64
H -1.10 -0.10 2.24
H -1.60 -0.32 0.84
O -0.96 1.71 -2.39
H -0.89 2.08 -1.49
H -1.01 2.46 -2.99
O -0.78 2.39 0.35
H -1.25 3.21 0.55
H -1.17 1.72 0.95
```

Kohn-Sham gap = 9.72 eV
2S+1 = 1
E_HOMO = -8.90 eV
structure (SMILES) = CNCN.O.O.O

Partial atomic charges computed with the Löwdin method, in multiples of e: -0.139 -0.137 -0.333 0.017 0.074 0.071 0.076 0.105 0.116 0.108 0.078 0.044 -0.068 0.049 0.005 -0.082 -0.007 0.035 -0.075 0.057 0.006

#B
Below is 4 unconnected molecules or ions with the total composition C2H14N2O3, with properties calculated with ωB97M-V with the def2-TZVPD basis set.

```
21
Properties=species:S:1:pos:R:3
C 0.83 -2.06 0.83
N -0.56 -1.70 0.46
C -1.01 -1.62 -0.96
N -0.30 -0.52 -1.58
H 1.39 -1.15 1.04
H 0.90 -2.85 1.62
H 1.23 -2.60 -0.01
H -1.20 -2.29 0.97
H -2.08 -1.58 -1.12
H -0.69 -2.54 -1.51
H -0.68 0.41 -1.46
H 0.69 -0.59 -1.48
O -1.35 1.52 0.51
H -1.08 0.70 0.06
H -1.52 1.22 1.41
O 0.47 3.25 -1.37
H 0.08 3.01 -0.53
H 0.12 2.66 -2.04
O 1.67 1.92 1.78
H 2.04 2.42 1.05
H 1.05 2.38 2.35
```

Kohn-Sham gap = 9.77 eV
2S+1 = 1
E_HOMO = -9.08 eV
structure (SMILES) = CNCN.O.O.O

Partial atomic charges computed with the Löwdin method, in multiples of e: -0.112 -0.144 -0.297 0.008 0.068 0.087 0.057 0.083 0.111 0.111 0.036 0.068 -0.071 -0.020 0.052 -0.059 -0.003 0.023 -0.057 0.030 0.029

Which structure loses on stability? #B does.